{
  "formula": "C9H36BBrClINO13",
  "method": "the ωB97M-V functional and the def2-TZVPD basis",
  "de_lowest_ev": 0.000,
  "mol_weight_da": 619.45,
  "homo_lumo_gap_ev": 6.19,
  "lumo_energy_ev": 1.53,
  "total_charge": -1,
  "homo_energy_ev": -4.663,
  "species": ["C", "C", "N", "B", "C", "C", "O", "Cl", "O", "C", "Br", "C", "C", "I", "C", "C", "O", "H", "H", "H", "H", "H", "H", "H", "H", "H", "H", "H", "H", "H", "H", "H", "H", "O", "H", "H", "O", "H", "H", "O", "H", "H", "O", "H", "H", "O", "H", "H", "O", "H", "H", "O", "H", "H", "O", "H", "H", "O", "H", "H", "O", "H", "H"],
  "xyz": [[2.356, -0.398, 0.064], [2.728, 0.794, -0.838], [2.561, 2.110, -0.248], [1.123, 2.648, -0.162], [1.035, 4.053, -1.109], [1.001, 5.316, -0.343], [1.542, 5.594, 0.706], [0.021, 6.682, -1.184], [0.616, 2.834, 1.223], [-0.200, 1.813, 1.519], [-1.441, 2.143, 3.013], [-0.820, 1.286, 0.177], [-2.213, 1.752, -0.277], [-2.609, 3.832, 0.064], [-3.331, 0.842, 0.240], [-3.450, -0.363, -0.705], [0.093, 1.732, -0.758], [1.777, -0.073, 0.923], [1.783, -1.155, -0.449], [3.272, -0.824, 0.462], [2.236, 0.728, -1.799], [3.792, 0.678, -1.048], [3.047, 2.171, 0.635], [1.955, 4.108, -1.686], [0.218, 4.025, -1.820], [0.369, 0.965, 1.903], [-0.895, 0.202, 0.314], [-2.198, 1.651, -1.354], [-3.088, 0.453, 1.222], [-4.271, 1.376, 0.273], [-3.762, -0.003, -1.679], [-2.448, -0.757, -0.843], [-4.106, -1.120, -0.322], [2.309, -3.355, 1.168], [1.672, -3.066, 1.827], [3.005, -3.782, 1.679], [-4.555, -3.003, -1.661], [-3.977, -3.106, -2.424], [-5.260, -3.648, -1.797], [-5.714, 0.175, -3.297], [-5.461, -0.430, -2.590], [-6.057, 0.945, -2.836], [0.753, 2.223, 5.853], [0.252, 2.550, 6.603], [0.124, 2.251, 5.117], [5.871, -0.091, -2.501], [6.755, 0.128, -2.806], [5.308, 0.596, -2.871], [5.109, -4.013, 1.328], [6.000, -3.798, 1.031], [4.569, -3.314, 0.937], [1.978, -2.657, -2.255], [2.624, -3.037, -2.855], [2.303, -2.883, -1.375], [-6.591, -4.846, -0.545], [-7.517, -5.082, -0.449], [-6.233, -4.889, 0.347], [7.805, -2.200, 0.861], [7.380, -1.763, 1.606], [8.641, -1.740, 0.751], [-5.732, -0.756, 1.615], [-6.179, -1.022, 2.423], [-5.875, -1.484, 1.003]],
  "forces_ev_per_angstrom": [[0.0, 0.4, 0.0], [0.8, 0.0, 0.5], [-0.7, -0.2, -0.1], [-0.1, 0.4, -0.9], [-0.2, 0.2, 0.6], [1.3, 0.3, 2.3], [-1.3, -0.4, -2.5], [0.1, -0.1, 0.2], [-0.1, 0.8, 0.4], [0.6, -1.1, -0.8], [-0.2, 0.2, 0.2], [-0.6, 1.4, 0.5], [-0.2, -0.7, 0.6], [0.0, 0.1, -0.2], [0.2, -0.2, -0.5], [0.6, 1.1, 0.2], [0.7, -0.6, -0.2], [-0.1, 0.1, 0.1], [-0.1, -0.2, -0.1], [0.1, -0.3, 0.1], [-0.4, 0.1, -0.1], [0.2, -0.1, -0.2], [0.0, 0.0, 0.1], [0.3, 0.0, -0.1], [-0.2, 0.0, 0.0], [-0.1, -0.1, 0.4], [0.2, -0.3, -0.4], [0.1, 0.3, -0.3], [-0.1, 0.3, 0.4], [-0.2, 0.0, 0.2], [-0.2, -0.1, -0.3], [0.1, -0.5, -0.1], [-0.2, -0.3, 0.0], [0.1, -0.2, 0.0], [-0.1, 0.2, -0.1], [-0.1, -0.2, 0.1], [-0.2, -0.2, -0.2], [0.1, 0.1, 0.0], [0.0, 0.0, 0.2], [-0.1, -0.1, 0.0], [0.0, -0.1, 0.0], [0.0, 0.1, 0.0], [-0.1, -0.1, 0.0], [0.0, 0.0, 0.0], [0.1, 0.0, -0.1], [0.1, -0.1, -0.1], [0.0, 0.0, 0.0], [-0.1, 0.0, 0.1], [0.0, 0.2, -0.1], [0.1, -0.1, 0.0], [0.1, 0.1, -0.1], [0.0, -0.2, -0.1], [0.0, 0.0, 0.0], [-0.1, 0.0, 0.1], [-0.1, 0.0, 0.0], [-0.1, 0.0, -0.1], [0.1, 0.0, 0.0], [-0.1, -0.1, 0.1], [0.0, 0.1, 0.0], [0.0, 0.0, -0.1], [-0.1, -0.1, 0.0], [0.0, 0.0, 0.1], [0.1, 0.0, -0.1]],
  "mulliken_charge": [-0.354, -0.497, -0.558, 1.005, -0.792, 0.619, -0.490, -0.307, -0.551, -0.530, -0.203, 0.357, -0.819, 0.006, -0.251, -0.867, -0.559, -0.068, 0.015, 0.234, 0.353, 0.267, 0.178, 0.341, 0.282, 0.328, 0.104, 0.600, 0.207, 0.443, 0.168, 0.191, 0.149, -0.568, 0.301, 0.327, -0.557, 0.281, 0.295, -0.653, 0.371, 0.328, -0.629, 0.281, 0.261, -0.619, 0.288, 0.321, -0.684, 0.302, 0.351, -0.610, 0.290, 0.327, -0.612, 0.299, 0.311, -0.612, 0.327, 0.284, -0.564, 0.278, 0.281]
}

=====

{
  "formula": "C31H20BaBr2N7O2S2",
  "method": "the ωB97M-V functional and the def2-TZVPD basis",
  "de_lowest_ev": 0.000,
  "mol_weight_da": 883.82,
  "homo_lumo_gap_ev": 4.68,
  "lumo_energy_ev": 0.87,
  "total_charge": -1,
  "homo_energy_ev": -3.809,
  "species": ["Ba", "S", "C", "C", "C", "C", "N", "C", "C", "C", "S", "C", "N", "H", "H", "Br", "C", "C", "C", "C", "C", "C", "N", "C", "C", "C", "C", "C", "C", "N", "H", "H", "H", "H", "H", "H", "H", "H", "H", "O", "N", "N", "O", "C", "C", "C", "C", "C", "C", "H", "H", "H", "H", "H", "Br", "C", "C", "C", "C", "C", "N", "H", "H", "H", "H"],
  "xyz": [[-0.165, -0.570, -0.247], [-0.551, -0.284, 2.793], [-0.741, 1.466, 2.720], [-0.132, 2.186, 3.756], [-0.207, 3.566, 3.859], [0.453, 4.234, 4.936], [0.987, 4.755, 5.813], [-0.928, 4.282, 2.890], [-1.545, 3.584, 1.860], [-1.476, 2.190, 1.738], [-2.344, 1.509, 0.369], [-1.033, 5.706, 2.930], [-1.120, 6.853, 2.964], [0.428, 1.631, 4.496], [-2.099, 4.133, 1.111], [-8.405, -1.756, 0.184], [-6.554, -2.139, 0.019], [-6.161, -3.439, -0.258], [-4.813, -3.730, -0.379], [-3.863, -2.718, -0.232], [-4.275, -1.416, 0.024], [-5.624, -1.127, 0.166], [-2.463, -2.940, -0.346], [-2.022, -4.079, -0.004], [-0.614, -4.479, -0.173], [-0.268, -5.803, 0.083], [1.044, -6.206, -0.106], [1.961, -5.271, -0.550], [1.527, -3.970, -0.766], [0.277, -3.566, -0.575], [-6.902, -4.215, -0.389], [-4.523, -4.741, -0.632], [-3.552, -0.620, 0.187], [-5.926, -0.115, 0.399], [-2.659, -4.855, 0.429], [-1.024, -6.499, 0.420], [1.338, -7.229, 0.085], [2.996, -5.528, -0.728], [2.223, -3.219, -1.121], [0.402, -0.238, -2.729], [0.682, 0.895, -3.244], [0.988, 1.756, -2.348], [1.003, 1.445, -1.093], [1.272, 3.103, -2.723], [1.257, 4.067, -1.725], [1.519, 5.385, -2.064], [1.793, 5.732, -3.379], [1.803, 4.755, -4.364], [1.543, 3.431, -4.046], [1.025, 3.758, -0.716], [1.499, 6.145, -1.294], [1.996, 6.764, -3.636], [2.016, 5.023, -5.391], [1.546, 2.661, -4.803], [3.591, 2.211, 0.705], [3.940, 0.360, 0.594], [5.200, -0.052, 0.169], [5.465, -1.408, 0.160], [4.480, -2.290, 0.587], [3.262, -1.765, 0.978], [2.979, -0.462, 0.962], [5.937, 0.677, -0.131], [6.433, -1.770, -0.162], [4.654, -3.357, 0.625], [2.467, -2.406, 1.344]],
  "forces_ev_per_angstrom": [[-0.3, -0.2, 0.6], [-0.2, 0.0, -0.1], [0.0, -0.3, 0.1], [0.0, 0.2, -0.1], [0.0, -0.1, -0.1], [0.1, 0.1, 0.1], [0.0, 0.0, 0.0], [-0.1, -0.2, -0.1], [0.2, 0.0, 0.2], [-0.1, 0.0, -0.2], [0.0, -0.1, 0.1], [0.0, 0.2, 0.1], [0.0, 0.0, 0.0], [0.0, 0.0, 0.0], [0.0, 0.0, 0.0], [0.0, 0.0, 0.0], [0.0, 0.0, 0.0], [0.0, 0.0, 0.0], [0.0, 0.1, -0.1], [0.1, 0.2, 0.1], [-0.1, 0.0, 0.2], [0.0, 0.0, 0.0], [-0.1, -0.3, 0.0], [0.0, 0.2, 0.0], [0.1, 0.0, 0.1], [0.0, 0.1, 0.0], [0.0, 0.0, 0.0], [0.0, 0.0, 0.0], [0.0, 0.0, -0.1], [0.0, -0.1, 0.0], [0.0, 0.0, 0.0], [0.1, 0.0, 0.0], [0.1, 0.0, 0.0], [0.0, 0.0, 0.0], [-0.1, 0.0, 0.0], [0.0, 0.0, 0.0], [0.0, 0.0, 0.0], [0.0, 0.0, 0.0], [0.0, 0.0, 0.0], [0.0, -0.1, -0.7], [0.0, 0.0, 0.1], [0.0, -0.2, -0.1], [0.3, 0.5, 0.2], [0.0, 0.0, -0.1], [0.0, -0.1, -0.1], [0.0, 0.0, 0.0], [0.0, 0.0, 0.0], [0.0, -0.1, 0.0], [0.0, 0.1, 0.0], [0.0, 0.0, 0.0], [0.0, 0.0, 0.0], [0.0, 0.0, 0.0], [0.0, 0.0, 0.0], [0.0, 0.0, 0.0], [0.0, 0.0, 0.0], [0.0, 0.1, 0.0], [0.0, 0.0, 0.0], [0.0, 0.0, 0.0], [0.0, 0.0, 0.0], [0.0, 0.0, 0.1], [0.0, 0.1, -0.1], [0.0, 0.0, 0.0], [0.0, 0.0, 0.0], [0.0, 0.0, 0.0], [0.0, 0.0, 0.0]],
  "mulliken_charge": [1.067, -0.444, -0.146, -1.054, 0.616, -0.074, -0.597, 0.570, -0.882, 0.811, -0.503, -0.070, -0.598, 0.475, 0.452, -0.212, 0.123, -0.650, -0.338, -0.092, 0.466, -0.558, 0.067, -0.489, 0.511, -0.680, -0.378, -0.701, -0.663, 0.080, 0.393, 0.417, 0.041, 0.492, 0.395, 0.358, 0.421, 0.411, 0.799, -0.605, -0.636, 0.976, -0.638, -0.005, -0.275, -0.642, -0.439, -0.441, -0.382, 0.610, 0.401, 0.371, 0.349, 0.476, -0.094, 0.164, -0.518, -0.199, -0.673, -0.529, -0.012, 0.384, 0.391, 0.413, 0.718]
}